Molecular formula: C21H19N5O3S2
Method: DFT, the ωB97M-V functional and the def2-TZVPD basis

Results
Lowest unoccupied orbital energy (eV): 0.6
SMILES: Cn1c(SCC(=O)Nc2sc3c(c2C#N)CCC3)nnc1[C@@H]1COc2ccccc2O1
Frontier orbital gap (eV): 9.03
Total energy (eV): -57348.636

Last column: natural (NBO) charge in e.
Element x y z (Å)
1 C 3.0439 -1.7330 -1.8687  -0.426
2 N 1.6425 -1.6707 -2.1724  -0.346
3 C 1.0440 -0.7825 -3.0093  0.187
4 N -0.2564 -0.9603 -3.0147  -0.374
5 N -0.5289 -1.9600 -2.1650  -0.271
6 C 0.5946 -2.3845 -1.6616  0.285
7 C 0.7328 -3.5087 -0.6863  0.034
8 C -0.6495 -3.9400 -0.1803  -0.084
9 H -0.5209 -4.8159 0.4720  0.185
10 O -1.2799 -2.9023 0.5261  -0.470
11 C -0.4554 -2.2268 1.3830  0.215
12 C -1.0332 -1.4047 2.3431  -0.234
13 C -0.2414 -0.7438 3.2613  -0.230
14 C 1.1375 -0.8788 3.2184  -0.229
15 C 1.7241 -1.6709 2.2510  -0.236
16 C 0.9341 -2.3502 1.3349  0.269
17 O 1.5604 -3.1502 0.4032  -0.503
18 H 2.7943 -1.7837 2.1889  0.224
19 H 1.7584 -0.3643 3.9354  0.216
20 H -0.7054 -0.1383 4.0256  0.213
21 H -2.1078 -1.3180 2.3561  0.227
22 H -1.3047 -4.1844 -1.0165  0.224
23 H 1.2352 -4.3574 -1.1697  0.215
24 S 1.9275 0.3953 -3.9239  0.306
25 C 0.5412 1.4801 -4.4092  -0.606
26 C 0.0821 2.2274 -3.1690  0.671
27 O 0.5770 3.2679 -2.8095  -0.589
28 N -0.9324 1.5999 -2.5040  -0.679
29 C -1.2383 1.9699 -1.1966  0.044
30 C -0.3854 1.8989 -0.1130  -0.188
31 C 0.8674 1.2788 -0.1899  0.333
32 N 1.8658 0.7174 -0.2683  -0.369
33 C -0.9844 2.4340 1.0552  -0.032
34 C -2.2543 2.8671 0.8449  -0.191
35 S -2.7736 2.6733 -0.7860  0.480
36 C -2.8830 3.4429 2.0663  -0.428
37 H -3.8934 3.0730 2.2406  0.220
38 H -2.9322 4.5329 1.9928  0.214
39 C -1.8939 2.9928 3.1661  -0.378
40 H -1.7820 3.7467 3.9426  0.213
41 H -2.2691 2.0799 3.6296  0.204
42 C -0.5537 2.6867 2.4610  -0.424
43 H -0.0317 1.8374 2.8994  0.231
44 H 0.1179 3.5493 2.4909  0.215
45 H -1.2003 0.6622 -2.8192  0.453
46 H -0.2349 0.8624 -4.8553  0.248
47 H 0.9635 2.1778 -5.1303  0.260
48 H 3.3368 -0.8092 -1.3660  0.255
49 H 3.2315 -2.5775 -1.2108  0.234
50 H 3.6134 -1.8377 -2.7932  0.208